Record 1
Below is one molecule with the formula C4H8N2O, with properties calculated with the ωB97M-V functional and the def2-TZVPD basis.

Properties
SMILES = [H]/N=C(\NC)C(C)=O
Relative energy (zero: lowest compared OMol25 entry of this formula, charge and spin) = 101.7 kJ/mol
Frontier orbital gap = 9.912 eV

Each line ends with the Mulliken charge.
CARTESIAN COORDINATES (ANGSTROEM)
H 1.82895 0.95418 -0.35924  0.24
N 1.04698 1.00040 0.29614  -0.67
C 0.09756 0.21151 -0.04665  0.19
N 0.02906 -0.66100 -1.08546  -0.13
C 1.15926 -0.98329 -1.91675  -1.04
C -1.16301 0.18682 0.80747  0.91
C -1.12037 0.90018 2.12788  -1.06
O -2.13546 -0.42408 0.40946  -0.60
H -0.83883 -1.17018 -1.16502  0.29
H 0.91614 -1.85864 -2.52207  0.33
H 2.03806 -1.22655 -1.30388  0.33
H 1.42730 -0.16142 -2.59341  0.30
H -0.96473 1.97206 1.97768  0.29
H -2.05420 0.71709 2.66235  0.34
H -0.26671 0.54292 2.71150  0.29

Cartesian forces, eV/Å:
-0.06 -0.01 0.10
-0.10 -0.22 -0.19
0.07 -0.04 -0.08
-0.02 0.10 0.16
0.10 -0.02 -0.09
-0.35 -0.14 0.02
-0.05 -0.01 0.05
0.39 0.23 0.18
0.11 0.05 0.01
0.04 0.14 0.06
-0.12 0.05 -0.09
-0.04 -0.09 0.10
0.00 -0.14 -0.02
0.12 0.05 -0.10
-0.10 0.06 -0.10


Record 2
Below is C3H4KO4 as an isolated structure at a distorted geometry, with properties calculated with the ωB97M-V functional and the def2-TZVPD basis.

Properties
2S+1 = 2
Relative energy (zero: lowest compared OMol25 entry of this formula, charge and spin) = 88.1 kJ/mol
Frontier orbital gap (spin up / spin down) = 7.509 / 5.805 eV

Each line ends with the Löwdin spin population.
CARTESIAN COORDINATES (ANGSTROEM)
O -0.21865 2.21864 -1.24766  0.08
C -0.83591 1.28833 -0.80639  0.11
H -0.02853 0.16255 -0.21808  -0.01
H -2.71212 1.17288 0.17924  0.00
C -2.32666 1.16543 -0.85111  0.03
H -2.78334 1.97229 -1.43814  0.00
H -2.58322 0.18839 -1.28696  0.00
O 2.89390 -1.05652 0.39163  0.09
O 0.68624 -1.04587 0.37848  0.52
O 1.76226 -2.08845 1.98048  0.17
C 1.81649 -1.35013 0.96701  0.00
K 4.32953 -2.62753 1.95150  0.00

Cartesian forces, eV/Å:
-0.51 -0.55 0.34
2.66 -1.36 0.55
-1.65 2.34 -1.21
0.08 -0.02 -0.28
-0.38 -0.46 0.15
0.24 -0.14 0.19
0.03 0.26 0.16
0.22 0.57 0.18
-1.05 -0.31 0.91
-0.63 0.13 0.34
1.35 -0.70 -1.15
-0.36 0.23 -0.18


Record 3
Below is an isolated ion of composition C5H15N2 and charge +1 at a distorted geometry, with properties calculated with the ωB97M-V functional and the def2-TZVPD basis.

Properties
Total charge = +1
SMILES = CCCNCC[NH3+]
Relative energy (zero: lowest compared OMol25 entry of this formula, charge and spin) = 164.8 kJ/mol
Frontier orbital gap = 11.334 eV

Each line ends with the Mulliken charge.
CARTESIAN COORDINATES (ANGSTROEM)
C -2.74620 1.17538 0.25765  -1.18
C -1.28623 1.71092 0.24935  -0.50
C -0.47404 0.75207 -0.69323  -0.62
N 0.02102 -0.39133 0.18422  -0.34
C 0.66796 -1.46947 -0.55463  -0.52
C 2.20078 -1.32096 -0.46400  -0.60
N 2.35180 -0.80696 0.95554  -0.40
H -3.01964 0.84117 -0.74126  0.33
H -3.46533 1.95530 0.52126  0.37
H -2.85597 0.37362 0.96226  0.33
H -1.40270 2.67794 -0.22097  0.33
H -1.05796 1.89668 1.30100  0.29
H -1.10447 0.29825 -1.45992  0.48
H 0.25491 1.39023 -1.18434  0.30
H -0.68499 -0.67234 0.84940  0.23
H 0.54163 -1.34704 -1.70136  0.25
H 0.32814 -2.49938 -0.40937  0.45
H 2.40931 -0.50373 -1.12178  0.37
H 2.73199 -2.26878 -0.52047  0.35
H 1.33943 -0.17075 0.90955  0.43
H 2.05488 -1.37029 1.74666  0.34
H 3.19568 -0.25053 1.13446  0.32

Cartesian forces, eV/Å:
0.12 0.68 -0.15
-2.33 -0.67 -1.36
-0.55 0.36 2.46
1.09 0.90 -1.14
-0.20 -0.60 -3.45
-1.17 -0.61 2.88
-0.60 2.16 -0.47
-0.11 -0.13 0.04
0.15 -0.10 0.18
-0.25 -0.59 0.30
0.58 0.32 -0.19
1.07 -0.39 -0.28
-0.13 0.33 0.07
0.94 -0.73 0.14
-0.26 -0.13 -0.27
-0.50 -0.07 1.77
-0.13 0.35 0.76
1.15 0.16 -0.29
0.10 0.34 -0.78
0.66 -0.32 -0.14
0.78 -0.79 -0.21
-0.41 -0.48 0.14


Record 4
Below is C54H54Ge2IN2S4Ti as an isolated structure at a distorted geometry, with properties calculated with the ωB97M-V functional and the def2-TZVPD basis.

Properties
2S+1 = 2
Relative energy (zero: lowest compared OMol25 entry of this formula, charge and spin) = 0.0 kJ/mol
Frontier orbital gap (spin up / spin down) = 7.853 / 7.973 eV

Each line ends with the Löwdin spin population.
CARTESIAN COORDINATES (ANGSTROEM)
Ti 3.12628 -6.50843 20.03208  0.98
C 0.27273 -2.54748 22.12169  0.00
C -0.19783 -3.97860 22.19448  0.00
C 0.36056 -4.78786 23.17658  0.00
C 0.01472 -6.14194 23.30764  0.00
C 0.44957 -6.90254 24.50154  0.00
C -0.86191 -6.68290 22.38999  0.00
C -1.43908 -5.87208 21.42062  0.00
C -2.36281 -6.52666 20.43365  0.00
C -1.13817 -4.52867 21.30312  0.00
C -1.27837 -8.13689 22.55772  0.00
C -2.45425 -8.39029 23.29959  0.00
C -2.74667 -9.67453 23.68393  0.00
C -1.87419 -10.68446 23.37953  0.00
C -0.69476 -10.46244 22.66995  0.00
C -0.39588 -9.17422 22.21497  0.01
Ge 1.20421 -8.87673 21.11522  0.01
S 1.04100 -7.44807 19.45582  0.00
S 2.34491 -10.66224 20.39797  0.00
Ge 4.15076 -9.42316 20.70022  0.00
S 4.68316 -8.00839 19.08458  -0.02
S 3.03672 -8.05511 22.21098  -0.01
C 5.74187 -10.42950 21.30825  0.00
C 6.21910 -11.42462 20.45610  0.00
C 7.30551 -12.19464 20.84397  0.00
C 7.96293 -11.97412 22.02220  0.00
C 7.51184 -10.99017 22.87183  0.00
C 6.38631 -10.22771 22.56895  0.00
C 5.85952 -9.19176 23.47972  0.00
C 5.12940 -9.58478 24.61529  0.00
C 4.96149 -11.03000 25.08179  0.00
C 4.44298 -8.62242 25.40461  0.00
C 4.53747 -7.29618 25.11063  0.00
C 3.83699 -6.20853 25.95450  0.00
C 5.34517 -6.91301 24.05238  0.00
C 6.01299 -7.81885 23.25119  0.00
C 6.86041 -7.36546 22.09694  0.00
C 5.64247 -11.62095 19.07433  0.00
C 4.56287 -12.53349 18.86178  0.00
C 4.04293 -13.46392 19.97731  0.00
C 4.04344 -12.66603 17.60738  0.00
C 4.46347 -11.86040 16.52827  0.00
C 3.79880 -11.93951 15.17571  0.00
C 5.52810 -11.03269 16.76814  0.00
C 6.14752 -10.88567 18.01094  0.00
C 7.33875 -10.00318 18.10532  0.00
C 0.23731 -11.64282 22.60088  0.00
C 0.00188 -12.65005 21.67101  0.00
C -1.05532 -12.49909 20.61930  0.00
C 0.78070 -13.81487 21.72089  0.00
C 1.81257 -13.99032 22.64968  0.00
C 2.64498 -15.26124 22.73760  0.00
C 1.98587 -12.97169 23.56449  0.00
C 1.22555 -11.80374 23.56407  0.00
C 1.50156 -10.73832 24.64160  0.00
H 0.23069 -1.99115 23.10674  0.00
H -0.33042 -1.94207 21.43666  0.00
H 1.31683 -2.52267 21.77752  0.00
H 1.07606 -4.31780 23.85281  0.00
H 1.22099 -7.58404 24.26116  0.00
H -0.39287 -7.41748 24.92593  0.00
H 0.87497 -6.23107 25.25304  0.00
H -3.09933 -7.19042 20.87650  0.00
H -1.77062 -7.14352 19.74670  0.00
H -2.90557 -5.76443 19.85590  0.00
H -1.67710 -3.94638 20.54884  0.00
H -3.06246 -7.55861 23.64682  0.00
H -3.65714 -9.79397 24.25055  0.00
H -2.11065 -11.65636 23.74656  0.00
H 7.63475 -12.95061 20.13491  0.00
H 8.87769 -12.52401 22.21589  0.00
H 8.04260 -10.76150 23.78677  0.00
H 4.66705 -11.64895 24.25126  0.00
H 4.17717 -11.09132 25.79420  0.00
H 5.84869 -11.49536 25.48895  0.00
H 3.81914 -8.98105 26.21463  0.00
H 3.17324 -6.72553 26.59799  0.00
H 3.28612 -5.59509 25.21595  0.00
H 4.57950 -5.63412 26.49915  0.00
H 5.43918 -5.86218 23.84030  0.00
H 7.69090 -6.78129 22.48448  0.00
H 6.35426 -6.67932 21.41137  0.00
H 7.24499 -8.16985 21.49120  0.00
H 4.21403 -13.11288 21.00089  0.00
H 4.47905 -14.46561 19.91312  0.00
H 2.95369 -13.64700 19.84520  0.00
H 3.15767 -13.28413 17.47278  0.00
H 4.02546 -12.88554 14.70499  0.00
H 4.04268 -11.18009 14.48713  0.00
H 2.70912 -11.90794 15.25443  0.00
H 5.94082 -10.44332 15.94057  0.00
H 7.39446 -9.34853 17.26612  0.00
H 8.25181 -10.63350 18.16369  0.00
H 7.27542 -9.34663 18.96842  0.00
H -1.99019 -12.07346 20.97666  0.00
H -1.18965 -13.39487 19.98830  0.00
H -0.76598 -11.72056 19.92073  0.00
H 0.69726 -14.55713 20.95358  0.00
H 2.50323 -15.76878 23.70557  0.00
H 3.70029 -15.01565 22.69312  0.00
H 2.45952 -15.93417 21.90194  0.00
H 2.70484 -13.07470 24.37297  0.00
H 1.63786 -11.20455 25.60565  0.00
H 0.62464 -10.10205 24.73789  0.00
H 2.35903 -10.07975 24.43446  0.00
N 3.72727 -4.20199 22.29409  0.00
C 3.30199 -4.94207 21.51115  0.00
I 5.25686 -5.28175 16.95818  0.00
C 3.47687 -4.33630 17.40897  0.00
C 3.03849 -3.21118 16.71201  0.00
C 1.86746 -2.58975 17.00304  0.00
C 1.06903 -3.22322 17.97343  0.00
C 1.57050 -4.37963 18.59151  0.01
N 2.79985 -4.89006 18.36952  0.01
H 3.68337 -2.71688 16.00229  0.00
H 1.59213 -1.64910 16.49417  0.00
H 0.03316 -2.89686 18.17256  0.00
H 0.97809 -4.73234 19.39740  0.00

Cartesian forces, eV/Å:
-0.20 -0.44 -0.05
-0.10 0.86 0.48
-0.05 0.22 -0.13
-0.14 -0.16 -0.19
0.09 1.33 0.13
0.17 0.92 0.59
-0.46 -0.76 -0.11
-0.60 -0.65 -0.69
-0.21 0.35 -0.59
0.45 0.15 0.64
0.06 1.03 0.44
1.19 0.60 -0.61
-0.52 0.76 0.02
0.09 -0.13 -0.09
0.10 -0.45 0.30
-0.29 -0.23 0.02
0.27 0.30 0.12
-0.22 -0.06 0.11
-0.30 -0.41 -0.27
0.26 0.24 0.32
-0.11 0.04 0.27
0.01 0.07 -0.63
0.04 -0.02 0.93
-0.27 0.13 -0.53
-0.16 -0.43 -1.00
0.57 -0.15 -0.03
-0.33 0.63 0.57
-0.28 -0.23 -1.31
-0.46 -0.10 1.48
-0.59 -0.03 0.97
0.43 0.54 -1.23
0.65 -1.40 -0.71
0.09 1.50 0.60
0.71 -0.79 -2.19
0.31 0.22 -0.02
-0.08 -0.46 -0.71
0.01 0.93 0.00
-0.68 -0.42 0.70
1.02 -0.31 1.40
-0.52 0.06 -0.47
-1.02 0.62 -1.15
-0.21 -0.48 0.41
-0.76 -0.98 0.90
0.68 0.73 -0.69
-0.63 -0.57 -0.41
0.52 -0.44 0.85
-0.53 0.32 0.02
0.18 -0.98 0.00
0.09 0.23 -0.77
0.66 0.56 0.05
-0.59 -0.18 -0.02
-0.11 0.46 0.11
0.18 0.40 0.65
0.64 0.43 0.58
-0.58 -0.18 -0.78
0.09 -0.88 -0.90
0.06 -0.20 -0.06
-0.21 0.04 0.12
-0.15 -0.30 -0.02
0.80 -1.10 -0.20
-0.26 -0.42 0.32
-0.17 -0.02 -0.06
-0.05 0.01 0.24
-0.11 0.14 -0.03
0.17 -0.26 0.03
0.38 0.02 0.26
0.06 -0.04 -0.26
-0.03 -0.53 0.14
0.12 -0.75 0.10
0.13 0.02 0.19
-0.15 -0.01 0.25
0.02 -0.08 0.09
-0.14 -0.38 -0.51
-0.61 -0.01 0.78
0.41 0.16 0.17
0.06 0.07 0.12
-0.80 -0.09 0.89
0.19 0.08 0.71
-0.12 0.20 0.07
0.04 0.31 -0.16
0.32 -0.03 0.05
-0.27 -0.10 0.15
0.16 -0.30 -0.04
-0.05 0.18 -0.30
0.32 0.14 -0.14
0.61 0.39 0.15
0.20 -0.16 -0.03
0.14 -0.37 -0.18
0.70 1.08 -0.56
0.01 -0.04 0.25
-0.25 -0.13 0.23
0.15 0.32 -0.82
-0.35 0.55 0.04
0.20 -0.10 0.32
-0.25 -0.57 0.34
-0.14 0.25 0.62
0.45 0.25 -0.33
-0.45 -0.40 -0.33
-0.18 0.05 -0.44
0.28 0.15 -0.01
-0.23 -0.10 0.13
0.13 -0.10 -0.13
0.24 -0.24 0.29
-0.01 0.17 0.04
-0.18 -0.36 -0.16
-0.19 0.01 -0.02
0.41 0.24 -0.08
0.46 0.24 -0.34
0.67 0.36 -0.90
1.49 0.41 -0.49
-1.34 -0.06 0.75
-0.14 -0.44 -0.53
-0.34 2.26 -0.31
-1.69 -0.57 1.27
0.26 -0.37 -0.19
0.04 -0.72 0.38
0.84 -0.15 0.17
-0.27 -0.88 0.57